# 1
Density functional theory data (wB97M-V/def2-TZVPD) for a single C2H6S2 molecule at a distorted geometry.

## Properties
HOMO-LUMO gap: 0.3554 hartree
DFT total energy: -876.148670 Eh
molecular weight: 94.2 g mol⁻¹

Atoms and positions in Å:
1 C 0.823 0.200 0.929
2 C -0.315 -0.038 -0.069
3 S -0.873 -1.753 0.030
4 S 0.347 0.176 -1.768
5 H 0.863 1.258 0.996
6 H 1.770 -0.247 0.648
7 H 0.321 -0.279 1.828
8 H -1.146 0.683 0.090
9 H -1.987 -1.548 -0.767
10 H 0.197 1.547 -1.918

# 2
Density functional theory data (wB97M-V/def2-TZVPD) for 2 unconnected molecules or ions with the total composition C6H14NO at a distorted geometry.

## Properties
HOMO-LUMO gap: 0.3633 hartree
charge: +1
DFT total energy: -366.629555 Eh
molecular weight: 116.2 g mol⁻¹

Atoms and positions in Å:
1 C 3.016 -1.077 1.493
2 C 2.261 -1.870 2.210
3 C -2.146 0.898 -1.625
4 C 0.329 1.126 -1.113
5 C -1.305 0.766 0.611
6 C -0.750 -1.024 -0.696
7 N -1.006 0.493 -0.815
8 O -1.459 -1.839 -1.166
9 H 3.437 -0.279 2.031
10 H 3.239 -1.299 0.402
11 H 1.834 -2.660 1.684
12 H -2.758 1.677 -1.259
13 H -1.696 1.289 -2.611
14 H -2.928 0.146 -1.811
15 H 1.165 0.431 -0.670
16 H 0.311 1.358 -2.249
17 H 0.343 2.074 -0.674
18 H -1.458 -0.060 1.340
19 H -0.489 1.421 1.131
20 H -2.212 1.416 0.641
21 H 0.245 -1.352 -0.157
22 H 2.028 -1.633 3.303

# 3
Density functional theory data (wB97M-V/def2-TZVPD) for a molecular structure, C2Br4N2O4 at a distorted geometry.

## Properties
HOMO-LUMO gap (alpha / beta): 0.2913 / 0.2818 hartree
DFT total energy: -10782.444162 Eh
molecular weight: 435.6 g mol⁻¹

Atoms and positions in Å:
1 C -0.361 -0.053 -0.286
2 C 0.903 -0.345 -0.996
3 N -0.998 -1.137 0.406
4 N -0.011 1.482 1.375
5 O -0.476 -2.226 0.331
6 O 0.706 1.064 2.186
7 O -1.991 -0.851 1.038
8 O -0.649 2.391 1.054
9 Br -1.601 1.069 -1.126
10 Br 1.676 1.329 -1.653
11 Br 2.200 -1.162 0.220
12 Br 0.601 -1.559 -2.550

# 4
Density functional theory data (wB97M-V/def2-TZVPD) for 8 unconnected molecules or ions with the total composition C38H58N8O3.

## Properties
HOMO-LUMO gap: 0.3260 hartree
DFT total energy: -2146.410284 Eh
molecular weight: 674.9 g mol⁻¹

Atoms and positions in Å:
1 C 9.283 -0.181 2.437
2 C 7.896 0.503 2.441
3 C 6.840 -0.527 2.034
4 C 5.408 -0.095 2.105
5 C 4.880 1.061 1.708
6 O 5.671 2.089 1.147
7 C 5.901 3.051 1.995
8 N 6.184 3.842 2.777
9 C 3.435 1.377 1.776
10 O 3.036 2.517 1.680
11 C 2.515 0.234 1.936
12 C 3.001 -0.937 2.347
13 C 4.437 -1.101 2.657
14 O 4.814 -2.015 3.358
15 H 9.779 0.011 1.493
16 H 9.885 0.116 3.288
17 H 9.108 -1.254 2.475
18 H 7.692 0.929 3.417
19 H 7.928 1.286 1.689
20 H 7.044 -0.936 1.047
21 H 6.932 -1.361 2.728
22 H 1.470 0.368 1.703
23 H 2.360 -1.795 2.489
24 C -0.974 -4.409 2.296
25 C -0.613 -4.785 0.865
26 C 0.519 -3.927 0.287
27 C 0.139 -2.515 0.260
28 N -0.199 -1.416 0.240
29 H -1.348 -3.386 2.366
30 H -1.757 -5.069 2.670
31 H -0.107 -4.506 2.954
32 H -1.499 -4.692 0.234
33 H -0.307 -5.831 0.837
34 H 0.760 -4.238 -0.729
35 H 1.426 -4.029 0.884
36 C 3.093 -0.709 -2.673
37 C 4.343 -0.748 -1.803
38 C 5.112 -2.070 -1.909
39 C 4.280 -3.196 -1.484
40 N 3.607 -4.064 -1.150
41 H 2.374 -1.472 -2.371
42 H 2.597 0.258 -2.587
43 H 3.340 -0.869 -3.725
44 H 4.064 -0.578 -0.765
45 H 5.014 0.064 -2.092
46 H 6.006 -2.051 -1.285
47 H 5.428 -2.247 -2.938
48 C -2.792 -9.185 4.617
49 C -1.590 -8.996 5.534
50 C -0.819 -7.702 5.247
51 C -0.298 -7.688 3.880
52 N 0.113 -7.693 2.807
53 H -2.487 -9.266 3.573
54 H -3.329 -10.098 4.873
55 H -3.489 -8.349 4.704
56 H -0.916 -9.849 5.431
57 H -1.923 -8.976 6.573
58 H 0.022 -7.596 5.932
59 H -1.468 -6.835 5.376
60 C 10.085 1.672 -2.295
61 C 10.987 0.453 -2.462
62 C 10.199 -0.846 -2.672
63 C 9.334 -1.126 -1.528
64 N 8.673 -1.348 -0.615
65 H 9.453 1.581 -1.410
66 H 10.682 2.575 -2.179
67 H 9.438 1.805 -3.164
68 H 11.626 0.350 -1.584
69 H 11.644 0.601 -3.320
70 H 10.876 -1.690 -2.802
71 H 9.576 -0.776 -3.565
72 C -5.082 0.872 -2.146
73 C -3.842 0.837 -1.260
74 C -3.050 -0.471 -1.375
75 C -3.863 -1.617 -0.968
76 N -4.509 -2.512 -0.648
77 H -5.791 0.090 -1.865
78 H -5.587 1.823 -2.051
79 H -4.819 0.736 -3.195
80 H -4.135 0.990 -0.219
81 H -3.184 1.665 -1.533
82 H -2.167 -0.441 -0.736
83 H -2.719 -0.626 -2.403
84 C -8.203 6.069 -4.158
85 C -8.197 5.643 -2.696
86 C -6.786 5.555 -2.103
87 C -5.969 4.569 -2.811
88 N -5.346 3.780 -3.367
89 H -7.679 5.338 -4.777
90 H -9.221 6.151 -4.530
91 H -7.722 7.039 -4.287
92 H -8.692 4.675 -2.595
93 H -8.774 6.360 -2.111
94 H -6.828 5.267 -1.052
95 H -6.286 6.523 -2.165
96 C -13.362 6.825 -1.546
97 C -12.203 7.042 -0.580
98 C -11.413 8.323 -0.876
99 C -10.829 8.287 -2.217
100 N -10.376 8.259 -3.273
101 H -13.009 6.706 -2.571
102 H -13.914 5.923 -1.283
103 H -14.058 7.665 -1.520
104 H -11.529 6.184 -0.621
105 H -12.585 7.100 0.440
106 H -10.605 8.450 -0.155
107 H -12.062 9.198 -0.808

# 5
Density functional theory data (wB97M-V/def2-TZVPD) for a molecular structure, C23H28FN5O6PPtS at a distorted geometry.

## Properties
HOMO-LUMO gap: 0.2124 hartree
charge: +1
DFT total energy: -2576.922144 Eh
molecular weight: 747.6 g mol⁻¹

Atoms and positions in Å:
1 Pt 0.841 -0.010 -0.188
2 O 5.814 4.388 1.502
3 C 5.081 3.506 1.186
4 C 5.181 2.659 -0.104
5 O 5.949 2.815 -0.999
6 C 4.116 1.535 -0.029
7 C 3.286 1.749 1.274
8 O 2.347 1.130 1.676
9 C 3.893 2.967 2.018
10 O 3.485 3.421 3.038
11 O 4.014 0.629 -0.795
12 C -4.442 0.038 3.228
13 N -3.190 -0.686 3.070
14 N -2.194 -0.258 2.202
15 C -0.992 -0.814 2.590
16 O 0.098 -0.687 1.996
17 C -1.277 -1.573 3.760
18 C -2.612 -1.449 4.024
19 C -3.410 -1.974 5.164
20 C -2.501 0.394 0.979
21 C -1.773 1.521 0.623
22 C -2.071 2.181 -0.562
23 C -3.106 1.730 -1.366
24 C -3.830 0.600 -1.003
25 C -3.518 -0.088 0.159
26 H -4.597 0.685 2.372
27 H -4.425 0.652 4.130
28 H -5.266 -0.671 3.284
29 H -0.549 -2.120 4.333
30 H -2.774 -2.566 5.816
31 H -4.229 -2.602 4.812
32 H -3.839 -1.161 5.751
33 H -1.021 1.910 1.297
34 H -1.482 3.045 -0.838
35 H -3.359 2.262 -2.274
36 H -4.641 0.250 -1.629
37 H -4.068 -0.978 0.440
38 C 0.159 -3.438 0.493
39 P 1.372 -2.164 0.025
40 C 2.201 -2.862 -1.429
41 C 2.621 -2.311 1.331
42 H 0.616 -4.420 0.365
43 H -0.750 -3.407 -0.106
44 H -0.113 -3.305 1.538
45 H 2.660 -3.815 -1.162
46 H 2.971 -2.172 -1.773
47 H 1.488 -3.029 -2.235
48 H 2.794 -3.361 1.574
49 H 2.273 -1.779 2.214
50 H 3.556 -1.873 0.981
51 F 0.675 1.988 -0.326
52 C 0.869 2.880 -5.649
53 C 1.831 1.813 -5.125
54 C 1.180 0.907 -4.133
55 N 1.458 0.886 -2.885
56 N 0.706 -0.038 -2.195
57 C -0.157 -0.680 -2.940
58 N -1.022 -1.604 -2.460
59 S -0.078 -0.223 -4.590
60 H 1.384 3.540 -6.345
61 H 0.480 3.483 -4.829
62 H 0.025 2.434 -6.177
63 H 2.679 2.270 -4.617
64 H 2.222 1.216 -5.952
65 H -1.254 -1.483 -1.481
66 H -1.786 -1.882 -3.052

# 6
Density functional theory data (wB97M-V/def2-TZVPD) for a single C5H7NO2 molecule at a distorted geometry.

## Properties
HOMO-LUMO gap: 0.3805 hartree
DFT total energy: -399.820446 Eh
molecular weight: 113.1 g mol⁻¹

Atoms and positions in Å:
1 C -0.881 -1.830 0.571
2 N -1.255 -1.528 -0.585
3 O -0.271 -0.756 -1.179
4 C 0.287 0.161 -0.330
5 C -0.642 1.277 -0.073
6 C 0.528 1.534 -1.044
7 C 1.049 -0.444 0.763
8 O 0.126 -1.388 1.332
9 H -1.568 -2.584 1.025
10 H -0.681 1.845 0.929
11 H -1.618 1.168 -0.588
12 H 0.340 1.459 -2.100
13 H 1.422 2.112 -0.707
14 H 1.448 0.111 1.650
15 H 1.715 -1.135 0.337

Q: Among the records above, which one has the highest molecular weight?
A: C23H28FN5O6PPtS